Record 1
Here is a molecular structure, C29H80HfN4O17S at a distorted geometry from the Open Molecules 2025 dataset. Energies are from ωB97M-V/def2-TZVPD.

The total energy is -3095.91171 Ha. As for the energy above the lowest of the compared OMol25 structures with the same formula, charge and spin: 1919.1 kJ/mol. Its orbital gap is 1.51 eV. The value obtained for the LUMO energy is -10.414 eV.

Structure (ORCA input):
```
! RIJCOSX wB97M-V def2-TZVPD def2/J DEFGRID3
* xyz 2 1
Hf -2.2959 3.3367 0.7878
S 0.3149 0.0486 0.8412
O 1.6485 0.4474 0.4859
O -0.6559 0.5680 -0.1259
O 0.1306 -1.3827 1.1657
O -0.1797 0.9402 1.8822
C -5.0242 -2.3342 -4.2032
O -4.1090 -1.4569 -3.6014
H -6.0644 -2.0087 -4.1903
H -4.6650 -2.6711 -5.1756
H -4.9362 -3.2923 -3.6908
H -3.2237 -1.8258 -3.6429
C -4.0981 -0.4487 2.9384
O -4.4109 0.6308 2.1161
H -3.9195 -1.2875 2.2656
H -3.2273 -0.3111 3.5794
H -4.9195 -0.7856 3.5709
H -5.3217 0.4346 1.8846
C 4.5692 -4.0421 1.2354
O 3.2372 -4.4270 1.5460
H 4.9150 -3.5388 2.1383
H 5.1894 -4.9216 1.0624
H 4.6309 -3.4119 0.3482
H 2.6528 -3.6665 1.5042
C -5.4754 3.3535 -3.0178
O -4.6718 2.5809 -2.1287
H -5.5825 4.3925 -2.7062
H -5.0861 3.4107 -4.0343
H -6.4700 2.9196 -3.1207
H -4.6576 1.7029 -2.5166
C 5.1071 0.1639 -2.8233
O 5.0036 1.3441 -1.9703
H 4.7868 -0.7578 -2.3375
H 4.5887 0.4193 -3.7475
H 6.1513 0.0707 -3.1218
H 4.2492 1.0647 -1.4464
C 7.4472 0.7855 4.7728
O 6.3958 1.7153 4.7408
C 5.1697 1.3166 4.2100
C 4.3043 2.5994 4.2486
N 4.3797 3.4230 2.9809
C 5.6836 3.9882 2.7539
C 5.7789 5.3261 3.6159
O 4.9913 6.3771 3.0378
C 5.2831 7.6357 3.5140
H 7.5837 0.2298 3.8451
H 7.0968 -0.0346 5.3995
H 8.4241 1.1763 5.0572
H 4.8628 0.4605 4.8108
H 5.1760 0.9415 3.1866
H 4.5608 3.1674 5.1428
H 3.2621 2.2876 4.3173
H 4.2258 2.6720 2.3234
H 5.7466 4.3096 1.7143
H 6.5233 3.3086 2.8995
H 6.8232 5.6384 3.6259
H 5.5051 5.1644 4.6585
H 5.1845 7.7836 4.5894
H 4.5210 8.3112 3.1254
H 6.2409 8.0708 3.2288
C -2.7878 4.4069 4.2488
O -1.6956 4.5037 3.3356
C -0.6215 5.1572 3.9038
C 0.0680 5.9397 2.7824
N 0.2094 5.0698 1.6147
C 0.5779 5.9359 0.4724
C 0.5670 5.1836 -0.8688
O -0.5313 4.2821 -1.0759
C -0.3514 3.5835 -2.3427
H -2.6268 3.7582 5.1099
H -3.5550 4.0092 3.5845
H -3.0637 5.3861 4.6399
H -0.0305 4.3318 4.3007
H -0.8612 5.8597 4.7021
H 1.0372 6.3170 3.1084
H -0.6225 6.7603 2.5874
H 1.1113 4.6903 1.8649
H 1.5809 6.3510 0.5712
H -0.0947 6.7896 0.3891
H 1.4935 4.6152 -0.9507
H 0.6055 5.8065 -1.7625
H -0.5723 4.2463 -3.1794
H -0.9541 2.6753 -2.3437
H 0.6843 3.2441 -2.3571
C 1.5015 -5.9687 5.7922
O 0.5766 -6.2653 4.7430
C -0.6327 -5.4954 4.8261
C -1.6784 -6.0175 3.7511
N -1.2091 -5.9614 2.3753
C -2.2043 -6.5096 1.4188
C -2.2071 -8.0926 1.4271
O -0.9126 -8.6218 1.0641
C -0.8767 -10.0579 0.9767
H 1.9691 -5.0412 5.4617
H 2.3173 -6.6861 5.8799
H 1.0031 -5.8554 6.7549
H -0.4939 -4.4183 4.7324
H -1.0220 -5.6393 5.8340
H -2.5901 -5.4210 3.7846
H -2.0255 -6.9554 4.1847
H -0.8450 -5.0555 2.1167
H -2.0296 -6.2312 0.3796
H -3.2247 -6.2604 1.7100
H -2.9982 -8.4234 0.7541
H -2.4173 -8.4592 2.4318
H -1.6055 -10.4086 0.2460
H -1.0658 -10.4986 1.9555
H 0.1182 -10.3821 0.6715
C -6.5735 -0.4016 -7.6690
O -5.6199 0.5252 -7.1702
C -4.5380 0.9889 -7.9767
C -3.4671 -0.0598 -8.4082
N -2.5697 -0.4041 -7.2821
C -1.6359 -1.4236 -7.6869
C -0.6840 -1.6594 -6.5650
O -1.3595 -2.1307 -5.4104
C -0.4918 -2.7278 -4.4675
H -6.1569 -1.3832 -7.8945
H -6.9005 0.0251 -8.6172
H -7.4222 -0.4464 -6.9864
H -4.0638 1.8343 -7.4783
H -4.9090 1.3294 -8.9434
H -2.8649 0.3563 -9.2159
H -3.9621 -0.9736 -8.7368
H -3.0191 -0.6745 -6.4189
H -1.0415 -1.0257 -8.5094
H -2.1475 -2.3427 -7.9726
H -0.2756 -0.6861 -6.2930
H 0.1768 -2.2467 -6.8849
H 0.4096 -2.1708 -4.2120
H -0.2011 -3.7151 -4.8265
H -1.0484 -2.6771 -3.5317
*
```


Record 2
Here is 8 unconnected molecules or ions with the total composition C29H81N9O8 at a distorted geometry from the Open Molecules 2025 dataset. Energies are from ωB97M-V/def2-TZVPD.

The total energy is -2248.07817 Ha. The structure (SMILES) is COC[C@H](C)N.COC[C@H](C)N.COC[C@H](C)N.COC[C@H](C)N.COC[C@H](C)N.COC[C@H](C)N.COC[C@H](C)N.NC(N)=O. As for the energy above the lowest of the compared OMol25 structures with the same formula, charge and spin: 170.5 kJ/mol. Its orbital gap is 8.98 eV. The value obtained for the LUMO energy is 0.519 eV.

Structure (ORCA input):
```
! RIJCOSX wB97M-V def2-TZVPD def2/J DEFGRID3
* xyz 0 1
C 5.8007 1.6406 2.8329
O 5.0012 0.4841 2.7346
C 3.6446 0.7798 2.8137
C 2.8275 -0.4948 2.5375
C 3.1219 -1.1535 1.1811
N 1.4207 -0.1498 2.6890
H 5.7487 2.3683 2.0260
H 6.8562 1.3668 2.9025
H 5.5743 2.1651 3.7274
H 3.3289 1.1625 3.7905
H 3.4291 1.5434 2.1049
H 3.1180 -1.1884 3.3300
H 2.8406 -0.5055 0.3405
H 2.5154 -2.0895 1.1235
H 4.1591 -1.4157 1.0397
H 1.0036 0.3170 1.8506
H 0.7837 -0.9294 2.8720
C -0.5011 3.5458 6.3760
O -0.9673 2.9930 5.1807
C 0.0526 2.3288 4.4559
C 0.6597 3.1785 3.3267
C 1.6987 4.1580 3.8880
N -0.2680 3.9857 2.4784
H 0.5368 3.8553 6.1970
H -0.5444 2.8374 7.2497
H -1.0537 4.4659 6.6750
H 0.7721 2.0737 5.2687
H -0.3114 1.3820 4.0172
H 1.1410 2.5222 2.6074
H 1.2829 4.8527 4.6498
H 2.0906 4.7518 3.0729
H 2.5261 3.6191 4.3768
H -0.8299 3.2296 1.9362
H -0.9845 4.4104 3.0390
C 1.3398 -2.0027 -6.7427
O 1.2372 -0.6468 -6.5409
C 0.7238 -0.3753 -5.2899
C -0.7964 -0.1110 -5.2912
C -1.0568 1.3812 -5.5946
N -1.2764 -0.4685 -3.9250
H 0.5047 -2.5155 -6.2353
H 2.2662 -2.4129 -6.3673
H 1.3020 -2.1170 -7.8480
H 0.9364 -1.1771 -4.5817
H 1.2709 0.5276 -4.9954
H -1.1928 -0.6296 -6.1545
H -2.1371 1.5915 -5.6993
H -0.4993 1.5167 -6.5251
H -0.4708 2.0260 -4.9290
H -1.0523 -1.4319 -3.7107
H -2.2740 -0.3252 -3.8433
C -2.9660 -0.9294 -0.8200
O -3.5248 -1.6950 -1.8931
C -4.9441 -1.6304 -2.0665
C -5.7202 -0.4103 -2.4381
C -7.1633 -0.5331 -2.4338
N -5.1975 0.0891 -3.7437
H -3.0087 0.1556 -1.0138
H -1.9188 -1.2633 -0.6933
H -3.5459 -1.1485 0.1174
H -5.1675 -2.4248 -2.7857
H -5.4789 -2.0726 -1.2156
H -5.3706 0.2674 -1.6414
H -7.7134 0.3753 -2.7055
H -7.7428 -0.9132 -1.5504
H -7.3760 -1.1859 -3.3270
H -5.9917 0.4997 -4.2300
H -5.0017 -0.7432 -4.3000
C -0.2435 -3.7743 2.6339
O 0.0546 -2.9642 3.7453
C -0.7080 -3.3269 4.9164
C -0.4253 -2.3280 6.0407
C -1.0217 -0.9957 5.7928
N 0.9943 -2.2794 6.2931
H -0.0201 -4.8262 2.8070
H 0.1951 -3.3104 1.7639
H -1.3252 -3.6206 2.4309
H -1.7541 -3.2996 4.6383
H -0.3517 -4.2759 5.2560
H -0.9243 -2.7190 6.9333
H -2.1022 -1.0121 5.6542
H -0.5451 -0.4644 4.9725
H -0.8888 -0.3039 6.6783
H 1.2142 -1.8565 7.2016
H 1.4150 -1.6839 5.5929
C -0.9630 -6.0805 0.3489
O -0.8620 -4.7606 -0.1415
C -0.4070 -4.7045 -1.4009
C 1.0293 -5.2454 -1.6376
C 1.9621 -4.5698 -0.6014
N 1.4001 -4.8627 -3.0076
H -1.5975 -6.7522 -0.3033
H -1.3580 -6.0570 1.3486
H 0.0049 -6.5994 0.4627
H -1.0644 -5.2779 -2.1085
H -0.4374 -3.6129 -1.6907
H 0.9620 -6.3580 -1.5376
H 2.9143 -5.0219 -0.6380
H 1.4903 -4.6461 0.4297
H 2.0527 -3.5171 -0.8568
H 2.2575 -5.2115 -3.3751
H 0.6882 -5.1335 -3.6847
C 0.0012 5.3764 -4.5453
O 0.4812 5.9331 -3.3486
C 1.4806 4.9699 -2.8374
C 1.6189 5.0172 -1.3242
C 2.5984 3.9323 -0.8700
N 0.3871 4.7966 -0.6031
H 0.8729 4.9293 -5.0922
H -0.5521 6.1667 -5.0960
H -0.7146 4.5567 -4.2449
H 1.3139 3.8958 -3.1021
H 2.4200 5.2451 -3.2963
H 2.0499 6.0031 -1.0983
H 2.1494 2.9128 -0.7228
H 2.9567 4.2243 0.1325
H 3.5798 3.8836 -1.4305
H 0.5748 4.4827 0.3588
H -0.2077 5.6210 -0.5969
N -0.6751 1.8986 -1.6802
C 0.1335 1.1134 -0.8752
N 0.6416 0.0799 -1.4760
O 0.4157 1.4621 0.2501
H -1.1265 1.5603 -2.5213
H -0.8893 2.7973 -1.2635
H 1.2795 -0.5670 -1.0600
H 0.1072 -0.1975 -2.2912
*
```


Record 3
Here is 14 unconnected molecules or ions with the total composition C29H82BrF2N2O15S2 at a distorted geometry from the Open Molecules 2025 dataset. Energies are from ωB97M-V/def2-TZVPD.

The total energy is -5961.62937 Ha. Its orbital gap is 5.60 eV. The value obtained for the LUMO energy is -4.862 eV.

Structure (ORCA input):
```
! RIJCOSX wB97M-V def2-TZVPD def2/J DEFGRID3
* xyz 1 1
C -3.6747 4.8166 0.4140
C -2.6654 3.8892 0.6511
N -2.9562 2.4828 0.9416
Br -4.8891 2.4150 1.2297
C -2.7004 1.5079 -0.1957
C -3.2459 2.0248 -1.5292
C -1.2439 0.9738 -0.2915
C -0.2710 1.9286 -1.0407
C 1.2247 1.6669 -0.8302
C 1.8783 0.5433 -1.6696
C 2.7538 -0.3000 -0.7033
C 3.2432 -1.6269 -1.2958
N 2.9199 -2.6840 -0.3124
C -1.3898 -0.4314 -1.0083
C -1.4438 -0.4137 -2.5215
F -0.3268 -1.2030 -0.5705
O -0.6589 0.6434 0.9721
C -0.8690 1.4747 2.0650
S 0.2568 2.9414 2.1724
C -0.5322 0.5795 3.2977
O -0.2558 1.3297 4.4503
C 0.0267 0.4180 5.5208
C -2.3206 1.9952 2.2785
F -3.1374 1.0433 2.7960
S -2.4502 3.4408 3.4114
H -4.2600 5.2796 1.2050
H -3.8150 5.1287 -0.6222
H -1.6446 4.2591 0.6488
H -3.3097 0.6399 0.0651
H -2.4842 2.3631 -2.2284
H -3.9982 2.8044 -1.4453
H -3.7457 1.1832 -2.0082
H -0.4591 2.9236 -0.6261
H -0.5121 2.0330 -2.0959
H 1.7243 2.5949 -1.1247
H 1.5054 1.5069 0.2047
H 2.5456 0.9446 -2.4289
H 1.1899 -0.1593 -2.1290
H 2.1030 -0.5009 0.1560
H 3.5536 0.3473 -0.3328
H 2.8180 -1.8276 -2.2818
H 4.3339 -1.5884 -1.3163
H 3.0176 -3.6059 -0.7186
H 1.9833 -2.5582 0.0509
H -2.2826 -0.9573 -0.6477
H -2.3948 -0.0779 -2.9265
H -0.6599 0.1524 -3.0146
H -1.3353 -1.4499 -2.8571
H 1.4400 2.3515 2.4436
H 0.3971 0.0702 3.0004
H -1.2760 -0.2106 3.4430
H -0.9188 0.1339 5.9922
H 0.7323 0.8542 6.2212
H 0.4718 -0.5112 5.1499
H -2.9571 2.8226 4.5035
C 4.4021 -2.7720 3.3304
O 3.9342 -1.4525 3.0297
H 4.8875 -2.7597 4.3046
H 3.5551 -3.4627 3.3539
H 5.1205 -3.0892 2.5746
H 3.5130 -1.5009 2.1621
C 0.7246 -5.0297 2.8211
O 1.8830 -5.3301 2.0537
H 0.2090 -4.1987 2.3432
H 0.0539 -5.8923 2.8592
H 1.0023 -4.7408 3.8389
H 2.3266 -6.0679 2.4843
C -0.5654 -4.6896 -3.2476
O 0.6091 -3.8978 -3.1098
H -0.2866 -5.6312 -3.7124
H -1.0083 -4.8916 -2.2681
H -1.2993 -4.1820 -3.8815
H 0.3528 -3.0676 -2.6957
C 2.1803 -0.2752 -5.6705
O 3.0730 -0.1364 -4.5707
H 1.1639 -0.3296 -5.2826
H 2.2679 0.5872 -6.3362
H 2.4040 -1.1902 -6.2226
H 3.9646 -0.0909 -4.9325
C 5.4307 0.9948 3.6423
O 6.5942 1.8183 3.7260
H 5.7143 0.0417 3.2166
H 5.0105 0.8299 4.6378
H 4.6800 1.4645 2.9981
H 6.3309 2.6617 4.1060
C 3.5153 -0.1353 -9.4396
O 4.4194 0.0051 -8.3469
H 2.5058 -0.1876 -9.0386
H 3.5892 0.7238 -10.1105
H 3.7262 -1.0516 -9.9957
H 5.3087 0.0499 -8.7118
C -7.0329 0.1103 -2.3001
O -5.8486 -0.1523 -3.0562
H -7.5287 0.9783 -2.7262
H -7.7048 -0.7482 -2.3469
H -6.7705 0.3160 -1.2580
H -5.4254 -0.9248 -2.6681
C 7.8333 -5.0575 1.9977
O 7.0515 -3.9385 1.5958
H 7.1584 -5.8797 2.2246
H 8.5090 -5.3606 1.1939
H 8.4168 -4.8164 2.8899
H 7.6632 -3.2176 1.3976
C 7.2743 -0.9426 -0.4863
O 8.5292 -1.2561 0.1138
H 6.4897 -1.2130 0.2176
H 7.2067 0.1263 -0.7042
H 7.1459 -1.5171 -1.4075
H 9.2218 -1.0175 -0.5097
C -4.9977 -2.0961 2.5680
O -5.7221 -0.9157 2.2224
H -5.7122 -2.9041 2.6970
H -4.2971 -2.3635 1.7722
H -4.4514 -1.9503 3.5035
H -5.0846 -0.2058 2.1100
C -3.1106 2.8245 -5.2917
O -1.8643 2.4536 -4.6991
H -3.9096 2.5299 -4.6144
H -3.1528 3.9047 -5.4474
H -3.2465 2.3124 -6.2458
H -1.1657 2.7180 -5.3065
C -6.8247 6.3867 3.3652
O -5.5953 6.2044 2.6560
H -7.2893 7.2995 3.0041
H -7.4976 5.5459 3.1847
H -6.6346 6.4801 4.4356
H -5.1985 5.3934 2.9943
C -6.3248 0.3738 5.3296
O -5.8264 1.6394 4.8931
H -6.6601 0.4829 6.3574
H -7.1649 0.0592 4.7090
H -5.5369 -0.3822 5.2889
H -5.5298 1.5428 3.9839
*
```


Record 4
Here is a molecular structure, C29H9BF15GeN4O2PtS2 from the Open Molecules 2025 dataset. Energies are from ωB97M-V/def2-TZVPD.

The total energy is -5995.69853 Ha. As for the energy above the lowest of the compared OMol25 structures with the same formula, charge and spin: 0.0 kJ/mol. Its orbital gap is 6.95 eV. The value obtained for the LUMO energy is 1.878 eV.

Structure (ORCA input):
```
! RIJCOSX wB97M-V def2-TZVPD def2/J DEFGRID3
* xyz -1 1
Pt -0.7353 0.1871 -2.1444
N 3.7153 -2.6356 -2.0124
C 3.1787 -1.3818 -1.8586
C 1.7880 -1.2019 -1.8749
N 1.2416 -0.0057 -1.7338
C 2.0884 1.0264 -1.5514
C 3.4489 0.8326 -1.5841
N 4.0187 -0.3610 -1.7480
H 3.1398 -3.4205 -1.7589
H 4.6880 -2.7050 -1.7670
H 1.1152 -2.0404 -1.9838
H 1.6505 1.9975 -1.3749
H 4.1211 1.6763 -1.4756
S -5.2873 0.7873 -3.2622
C -3.7305 0.5735 -2.8769
N -2.6123 0.4202 -2.5937
F 0.1841 0.9178 2.7648
C 1.1653 0.2432 2.1641
C 0.9055 -0.8961 1.4198
C 2.0211 -1.5737 0.9542
F 1.8616 -2.7350 0.2966
C 3.3146 -1.1294 1.1366
F 4.3548 -1.8198 0.6613
C 3.5259 0.0450 1.8289
F 4.7583 0.5084 2.0001
C 2.4497 0.7241 2.3584
F 2.6623 1.8359 3.0643
Ge -0.8613 -1.7361 1.0165
S -1.2744 -2.0728 -1.0668
C -2.3237 -0.7106 1.8985
C -3.2663 -1.2852 2.7344
F -3.2108 -2.5938 3.0305
C -4.2993 -0.5640 3.2989
F -5.1854 -1.1522 4.1103
C -4.4191 0.7808 3.0213
F -5.3950 1.4907 3.5798
C -3.5191 1.3884 2.1692
F -3.6351 2.6888 1.9030
C -2.5037 0.6337 1.6138
F -1.6564 1.2583 0.7984
C -0.6222 -3.4020 2.0794
C -0.4948 -4.6772 1.5548
F -0.6666 -4.9085 0.2563
C -0.1894 -5.7712 2.3479
F -0.0844 -6.9922 1.8183
C 0.0062 -5.6036 3.7020
F 0.2984 -6.6493 4.4687
C -0.0927 -4.3448 4.2578
F 0.1096 -4.1814 5.5685
C -0.3999 -3.2770 3.4409
F -0.4752 -2.0629 4.0102
O -0.3516 3.1539 -2.0471
B -0.4866 2.0461 -2.9188
O -0.5103 2.5232 -4.2397
C -0.4367 3.8871 -4.1685
C -0.4470 4.8099 -5.1878
C -0.3805 6.1559 -4.8238
C -0.2950 6.5411 -3.4910
C -0.2689 5.5946 -2.4650
C -0.3432 4.2725 -2.8370
H -0.5027 4.5024 -6.2247
H -0.4001 6.9155 -5.5957
H -0.2460 7.5937 -3.2401
H -0.2028 5.8785 -1.4217
*
```